{
  "formula": "C6H16NO",
  "method": "the ωB97M-V functional and the def2-TZVPD basis",
  "total_charge": 1,
  "relative_energy_ev": 0.5526,
  "energy_ha": -367.96214,
  "orbital_gap_ha": 0.354,
  "e_homo_ev": -12.78,
  "lumo_energy_ha": -0.1152,
  "species": ["C", "C", "O", "C", "H", "H", "H", "H", "H", "H", "C", "C", "C", "N", "H", "H", "H", "H", "H", "H", "H", "H", "H", "H"],
  "positions_angstrom": [[0.81811, -1.98143, 1.85390], [0.96742, -2.17408, 0.54978], [1.30554, -1.08287, -0.24309], [0.77101, -3.44642, -0.18584], [0.51774, -2.81968, 2.46310], [1.04686, -1.02209, 2.29514], [1.54951, -1.37973, -1.12752], [0.52135, -4.24135, 0.50015], [-0.01437, -3.34429, -0.93371], [1.68709, -3.72801, -0.71184], [-0.32989, 2.84879, 0.63537], [-1.04289, 1.96267, -0.36576], [-0.40284, 1.95024, -1.73941], [-1.03775, 0.54467, 0.16814], [-0.81613, 2.82784, 1.61198], [0.70544, 2.54253, 0.75092], [-0.32286, 3.88026, 0.28671], [-2.09794, 2.23537, -0.42211], [0.63173, 1.62062, -1.67625], [-0.40459, 2.95266, -2.14803], [-0.93448, 1.29527, -2.43775], [-1.48944, 0.48249, 1.08013], [-1.54292, -0.08135, -0.46080], [-0.08571, 0.15789, 0.25679]],
  "forces_ev_per_angstrom": [[-0.035, -0.110, -0.359], [-0.015, 0.229, 0.139], [-0.107, 0.116, -0.001], [0.205, 0.010, -0.193], [0.028, 0.136, 0.167], [-0.003, -0.011, 0.166], [0.069, -0.005, 0.041], [-0.113, -0.215, 0.090], [-0.122, -0.059, -0.046], [0.020, -0.010, 0.020], [-0.061, 0.015, 0.034], [-0.019, 0.092, 0.037], [-0.122, -0.250, 0.000], [-0.217, -0.116, 0.089], [0.006, 0.025, -0.009], [0.205, -0.076, 0.037], [-0.084, -0.032, -0.027], [0.030, 0.000, -0.079], [0.143, -0.023, 0.025], [-0.044, 0.169, -0.089], [0.023, 0.115, 0.081], [0.015, 0.040, 0.063], [0.029, 0.000, 0.003], [0.169, -0.040, -0.189]]
}